Record 1
A structure of composition C24H45N6OSTeW at a distorted geometry. Source: the Open Molecules 2025 dataset; level of theory: ωB97M-V with the def2-TZVPD basis set.

Element x y z (Å)
H1 2.7834 -0.7039 -2.9980
C1 2.0505 -1.9314 -1.3876
N1 3.3620 1.1691 3.2032
H2 -1.1598 0.1502 2.2189
C2 -2.5351 4.9604 2.8308
C3 0.3323 -0.0187 -3.2652
O1 -0.3244 1.7226 1.4785
H3 -1.6241 4.0557 -3.1107
H4 4.1124 -1.0430 4.7011
H5 -0.5390 -3.3954 1.3974
H6 0.2684 5.0560 -0.6949
N2 0.9612 -1.8325 -0.3460
H7 1.2844 3.9415 -1.6596
H8 -2.4542 0.2060 -0.8132
H9 5.3547 0.6507 3.3092
C4 -2.3156 -1.2369 1.2770
C5 3.4833 1.8779 4.5137
H10 1.0322 -0.1761 -4.0861
C6 -1.8752 5.9979 3.4816
C7 -0.2216 -1.6064 2.5674
H11 0.6727 -3.5240 2.6289
Te1 -0.9922 2.7429 -0.9423
C8 -1.9279 -0.8603 -2.4576
H12 0.6098 -1.0349 2.9851
H13 -3.5988 5.0257 2.6453
H14 -2.6281 -1.6888 -2.5638
H15 3.1226 -0.0636 -1.4033
H16 -0.2929 2.9752 -3.5745
H17 -0.9038 -1.4556 -4.1937
N3 1.4969 2.3818 2.7738
H18 4.9911 -1.8276 3.3967
H19 -1.7084 -2.5628 -0.3271
H20 -2.3952 0.0050 -2.9288
H21 2.2074 -2.0199 1.3379
H22 -1.9707 2.3502 -3.4221
H23 4.4060 3.6281 5.3294
N4 -0.9811 -0.6807 1.6616
H24 5.2580 2.9843 3.9300
C9 4.4385 0.1927 2.9380
H25 4.5574 0.0689 1.8663
H26 -2.3559 3.0109 1.9859
C10 -1.8298 3.8353 2.4427
C11 4.1768 -1.1385 3.6178
C12 0.1896 4.7746 3.3790
H27 1.2461 4.6908 3.5973
H28 -2.5966 -2.0528 1.9428
H29 -3.0531 -0.4436 1.4140
S1 2.3691 0.6943 0.7822
H30 -0.0111 6.7023 4.2832
H31 0.1850 -2.3807 -0.7074
C13 -1.2305 3.0432 -3.0293
H32 3.9846 1.1828 5.1847
C14 0.2828 -2.8459 1.8670
H33 3.7378 3.8674 3.7098
C15 1.4014 -2.5928 0.8843
H34 1.2255 3.7932 0.1269
C16 -0.6345 -1.1849 -3.1704
H35 2.9399 -2.3491 -0.9208
C17 2.3781 -0.5875 -1.9931
C18 0.6683 4.0480 -0.7701
H36 1.7290 -2.6448 -2.1432
H37 -2.4262 6.8775 3.7879
H38 1.4878 1.2200 -2.1410
C19 2.3729 1.4520 2.3950
C20 -2.3211 -1.6786 -0.1574
H39 -0.1674 -2.0842 -2.7673
W1 0.1477 0.2789 -0.0208
H40 2.4876 2.0606 4.9027
C21 -0.5164 5.9017 3.7600
N5 -1.7990 -0.5533 -0.9867
N6 1.1518 0.2644 -2.0326
C22 -0.4578 3.7420 2.6977
H41 -3.3345 -1.9342 -0.4703
H42 -0.2274 0.8825 -3.4897
H43 -0.8822 -1.8771 3.3921
C23 0.3121 2.5602 2.2761
C24 4.2692 3.1653 4.3525
H44 3.2425 -1.5819 3.2628
H45 1.8133 -3.5426 0.5419

Atomic forces in eV per Å
0.01 -0.03 -0.02
-0.07 -0.09 0.08
0.01 -0.07 0.25
-0.02 0.03 -0.06
0.05 -0.03 0.02
0.21 0.08 0.06
0.18 0.10 -0.30
0.00 -0.01 -0.07
0.00 0.02 -0.01
0.02 -0.01 0.01
0.04 0.01 -0.01
-0.12 0.03 0.21
0.04 0.03 0.02
-0.02 -0.04 0.02
0.02 -0.03 0.02
0.03 0.11 0.23
-0.03 -0.12 -0.12
-0.01 -0.01 -0.03
0.02 0.00 0.01
-0.12 0.18 -0.04
0.00 0.01 0.01
-0.45 0.02 0.03
-0.10 0.04 0.15
0.03 0.01 -0.01
0.02 0.00 0.01
-0.02 0.01 -0.04
0.05 0.00 -0.01
0.01 0.01 -0.02
-0.01 0.01 -0.01
0.17 0.12 -0.10
-0.01 0.00 0.00
0.01 -0.03 0.00
0.02 0.02 -0.02
0.02 0.00 0.01
0.00 0.02 -0.02
-0.01 0.00 -0.02
-0.01 -0.69 -0.15
-0.01 0.00 0.01
-0.04 0.17 -0.07
0.01 0.03 -0.03
-0.02 -0.03 -0.11
-0.06 0.06 0.05
-0.06 -0.05 0.04
0.06 0.13 0.00
-0.03 0.01 0.00
0.00 -0.01 0.00
-0.02 0.00 0.00
-0.81 -0.13 -0.05
-0.01 0.00 -0.02
0.02 -0.03 -0.04
0.03 0.14 -0.05
0.03 0.01 -0.01
0.01 -0.09 0.06
0.01 -0.01 0.01
-0.05 0.03 -0.21
0.02 0.03 -0.01
0.04 -0.05 0.03
0.02 0.02 0.01
-0.14 0.13 -0.04
0.03 -0.01 0.05
0.04 -0.03 -0.02
0.01 -0.01 0.00
0.00 0.01 -0.02
0.21 -0.01 -0.11
0.02 0.07 -0.17
0.00 -0.01 -0.01
1.48 0.51 0.81
-0.03 0.01 0.00
0.02 -0.02 0.01
-0.03 -0.03 -0.03
-0.24 -0.29 -0.16
0.08 -0.16 -0.07
-0.02 0.00 -0.01
-0.04 0.02 -0.04
0.00 -0.01 0.03
-0.52 -0.08 0.11
0.02 0.05 0.00
0.03 0.00 0.01
-0.02 -0.04 0.01

The multiplicity is 1. The orbital gap (alpha / beta) is 0.240 / 0.241 hartree. The relative energy (zero: lowest compared OMol25 entry of this formula, charge and spin) comes out at 0.000 eV. As for the LUMO energy (alpha / beta): -9.927 / -9.898 eV. Its net charge is +3. As for the HOMO energy (alpha / beta): -16.5 / -16.4 eV.

Record 2
The ion C4H13N2 with charge +1 at a distorted geometry. Source: the Open Molecules 2025 dataset; level of theory: ωB97M-V with the def2-TZVPD basis set.

Element x y z (Å)
H1 -0.5362 0.1613 1.0849
H2 -0.7146 -2.5031 0.4009
H3 1.0888 -2.0994 0.4163
H4 1.3036 0.5668 -1.9520
H5 0.1727 -1.7787 -1.7095
N1 -0.7508 1.4995 0.4642
H6 -0.2637 2.0874 -1.5932
H7 0.5196 -0.8509 2.2123
H8 1.6663 0.0935 -0.2133
C1 0.0553 -1.7431 0.3471
H9 0.9338 2.3291 -0.4193
C2 0.8842 0.2454 -0.9822
C3 -0.0531 -0.9515 -1.0240
H10 -1.6610 1.7725 0.1133
N2 -0.2388 -0.7721 1.5403
H11 -1.0967 -0.6805 -1.1021
C4 0.1810 1.5897 -0.7210
H12 -1.0834 -1.1242 1.9880
H13 -0.4072 2.1585 1.1495

Atomic forces in eV per Å
0.37 1.25 0.27
0.35 -0.40 -0.05
-0.48 -0.21 0.37
0.57 -1.28 0.24
0.04 0.74 -0.44
0.09 0.45 -1.49
-0.36 -0.78 0.16
-0.08 0.63 0.04
-0.11 0.12 -0.65
-0.15 1.69 -0.52
0.17 -0.31 -0.22
-0.17 1.47 -0.99
0.20 -1.49 1.96
-0.21 0.16 0.64
-0.04 -3.00 -0.71
-0.27 0.20 -0.54
0.48 0.49 1.56
0.13 0.01 0.26
-0.53 0.28 0.14

The multiplicity is 1. The orbital gap is 0.434 hartree. The relative energy (zero: lowest compared OMol25 entry of this formula, charge and spin) comes out at 1.090 eV. The structure (SMILES) is NCCCC[NH3+]. As for the LUMO energy: -3.028 eV. Its net charge is +1. As for the HOMO energy: -14.8 eV.